This record from OMol25 describes a molecular structure, C56H53FN2O16Si2. The level of theory is ωB97M-V/def2-TZVPD.

Each line ends with the Löwdin charge.
Cartesian coordinates (Å):
C (2.325, 4.337, 1.629)  -0.083
C (1.290, 3.287, 1.258)  -0.410
F (0.493, 3.843, 0.224)  -0.094
Si (2.094, 1.709, 0.593)  0.554
C (2.838, 1.961, -1.105)  -0.219
C (1.865, 2.540, -2.091)  -0.326
N (0.930, 1.925, -2.679)  0.092
O (1.089, 0.382, 0.500)  -0.366
Si (0.388, -0.173, 1.900)  0.565
C (-1.320, -0.903, 1.610)  -0.278
C (-1.842, -0.718, 0.174)  -0.229
C (-3.326, -0.281, 0.052)  -0.205
N (-3.830, 0.597, 1.083)  -0.079
C (-3.170, 1.881, 1.164)  -0.169
C (-3.778, 2.994, 0.328)  -0.136
C (-2.920, 4.031, -0.061)  -0.042
C (-3.339, 5.117, -0.822)  -0.089
C (-4.667, 5.174, -1.234)  -0.089
C (-5.537, 4.163, -0.854)  -0.021
C (-5.115, 3.082, -0.077)  -0.269
O (-6.068, 2.142, 0.225)  0.036
H (2.884, 4.007, 2.499)  0.070
H (1.798, 5.269, 1.816)  0.079
H (2.981, 4.500, 0.774)  0.069
H (0.621, 3.122, 2.099)  0.081
H (3.186, 1.364, 1.528)  0.028
H (3.146, 0.979, -1.462)  0.089
H (3.686, 2.637, -1.020)  0.058
H (1.969, 3.598, -2.296)  0.071
H (0.937, 0.942, -2.391)  0.038
H (1.247, -1.246, 2.449)  -0.021
H (0.275, 0.932, 2.873)  -0.003
H (-1.276, -1.967, 1.835)  0.069
H (-1.964, -0.450, 2.363)  0.055
H (-1.760, -1.673, -0.337)  0.073
H (-1.225, -0.024, -0.394)  0.079
H (-3.970, -1.157, -0.001)  0.112
H (-3.430, 0.243, -0.898)  0.122
H (-3.908, 0.149, 1.980)  0.101
H (-2.114, 1.839, 0.869)  0.107
H (-3.172, 2.193, 2.211)  0.133
H (-1.888, 3.977, 0.259)  0.089
H (-2.619, 5.879, -1.075)  0.095
H (-4.983, 6.008, -1.841)  0.097
H (-6.575, 4.187, -1.151)  0.112
H (-5.999, 1.917, 1.155)  0.097
C (-4.231, -3.924, -3.288)  0.013
C (-4.166, -3.545, -4.560)  0.017
C (-2.964, -2.869, -5.106)  -0.377
O (-2.906, -2.527, -6.267)  0.110
C (-1.828, -2.629, -4.176)  0.033
C (-1.894, -3.009, -2.904)  0.018
C (-3.100, -3.681, -2.367)  -0.367
O (-3.164, -4.035, -1.204)  0.073
H (-5.098, -4.416, -2.867)  0.115
H (-4.976, -3.711, -5.255)  0.117
H (-0.961, -2.134, -4.594)  0.124
H (-1.082, -2.849, -2.206)  0.114
C (-5.834, -6.954, -6.575)  0.027
C (-6.359, -7.848, -7.407)  0.026
C (-6.273, -9.305, -7.129)  -0.384
O (-6.750, -10.119, -7.888)  0.113
C (-5.578, -9.724, -5.885)  0.027
C (-5.053, -8.829, -5.053)  0.025
C (-5.141, -7.375, -5.332)  -0.363
O (-4.662, -6.561, -4.568)  0.099
H (-5.885, -5.889, -6.761)  0.119
H (-6.869, -7.565, -8.319)  0.124
H (-5.527, -10.790, -5.701)  0.124
H (-4.542, -9.112, -4.141)  0.114
C (-5.308, -9.576, -1.062)  0.010
C (-6.273, -8.669, -1.185)  0.017
C (-5.969, -7.215, -1.145)  -0.383
O (-6.849, -6.389, -1.266)  0.105
C (-4.553, -6.811, -0.963)  0.022
C (-3.589, -7.721, -0.844)  0.029
C (-3.888, -9.173, -0.883)  -0.395
O (-3.012, -10.005, -0.780)  0.101
H (-5.503, -10.641, -1.088)  0.121
H (-7.313, -8.939, -1.319)  0.121
H (-4.350, -5.744, -0.947)  0.087
H (-2.549, -7.449, -0.715)  0.124
C (2.031, 6.107, 6.172)  0.022
C (1.519, 5.243, 5.301)  0.016
C (1.592, 3.778, 5.535)  -0.370
O (1.128, 2.997, 4.729)  0.087
C (2.255, 3.310, 6.780)  0.029
C (2.768, 4.180, 7.648)  0.025
C (2.698, 5.643, 7.416)  -0.389
O (3.163, 6.434, 8.208)  0.105
H (1.990, 7.179, 6.022)  0.122
H (1.029, 5.560, 4.389)  0.115
H (2.302, 2.237, 6.934)  0.089
H (3.258, 3.865, 8.561)  0.122
C (3.169, -1.200, 4.639)  0.009
C (3.902, -2.118, 4.020)  0.020
C (5.241, -2.498, 4.533)  -0.392
O (5.925, -3.326, 3.969)  0.100
C (5.724, -1.818, 5.765)  0.020
C (4.987, -0.898, 6.381)  0.025
C (3.651, -0.520, 5.860)  -0.365
O (2.971, 0.329, 6.399)  0.089
H (2.196, -0.892, 4.285)  0.074
H (3.569, -2.620, 3.120)  0.120
H (6.704, -2.112, 6.121)  0.122
H (5.320, -0.385, 7.274)  0.122
C (2.955, 6.423, -3.386)  0.025
C (2.924, 7.699, -3.761)  0.026
C (4.172, 8.492, -3.900)  -0.385
O (4.145, 9.654, -4.239)  0.113
C (5.456, 7.806, -3.606)  0.023
C (5.487, 6.530, -3.231)  0.020
C (4.240, 5.739, -3.091)  -0.373
O (4.269, 4.574, -2.750)  0.092
H (2.057, 5.827, -3.280)  0.118
H (2.000, 8.217, -3.981)  0.124
H (6.353, 8.402, -3.715)  0.123
H (6.411, 6.010, -3.013)  0.121
C (8.445, 0.708, 1.653)  0.027
C (7.350, 0.356, 2.320)  0.029
C (6.170, 1.253, 2.387)  -0.378
O (5.167, 0.936, 2.991)  0.080
C (6.254, 2.554, 1.679)  0.022
C (7.349, 2.907, 1.011)  0.028
C (8.532, 2.011, 0.945)  -0.384
O (9.528, 2.331, 0.335)  0.112
H (9.318, 0.071, 1.590)  0.124
H (7.265, -0.591, 2.840)  0.117
H (5.379, 3.190, 1.739)  0.108
H (7.433, 3.850, 0.487)  0.122

Results
E_tot in eV: -113138.19877

***

This record from OMol25 describes a molecular structure, C56H53LaN3OP2STe in a non-equilibrium geometry. The level of theory is ωB97M-V/def2-TZVPD.

Each line ends with the Mulliken spin population.
Cartesian coordinates (Å):
La (0.161, -0.796, -0.433)  0.025
C (0.289, 0.202, 3.229)  -0.025
C (0.078, 1.429, 2.326)  0.004
P (-1.604, 2.243, 2.406)  0.000
C (-1.697, 3.108, 0.797)  -0.011
C (-0.853, 2.909, -0.290)  0.001
C (-1.146, 3.457, -1.533)  0.001
C (-2.266, 4.253, -1.697)  0.000
C (-3.097, 4.501, -0.609)  0.000
C (-2.821, 3.919, 0.617)  0.001
C (-1.072, 3.607, 3.530)  -0.001
C (-0.640, 4.863, 3.110)  0.001
C (-0.126, 5.776, 4.022)  0.000
C (-0.038, 5.450, 5.369)  0.000
C (-0.490, 4.210, 5.803)  0.000
C (-1.010, 3.303, 4.891)  0.000
P (-0.623, -1.313, 2.663)  -0.006
C (-2.311, -1.052, 3.318)  0.000
C (-3.401, -1.313, 2.499)  -0.001
C (-4.697, -1.110, 2.963)  0.000
C (-4.905, -0.648, 4.252)  0.000
C (-3.818, -0.423, 5.094)  0.000
C (-2.532, -0.634, 4.631)  0.000
C (-0.018, -2.582, 3.841)  0.003
C (-0.880, -3.599, 4.250)  0.001
C (-0.445, -4.588, 5.118)  0.000
C (0.862, -4.580, 5.587)  0.000
C (1.734, -3.587, 5.168)  0.000
C (1.299, -2.599, 4.294)  0.000
H (0.056, 0.408, 4.276)  -0.001
H (1.349, -0.060, 3.179)  0.020
H (0.319, 1.128, 1.312)  0.022
H (0.799, 2.202, 2.573)  -0.023
H (0.057, 2.327, -0.188)  0.019
H (-0.491, 3.258, -2.372)  0.000
H (-2.497, 4.674, -2.667)  0.000
H (-3.974, 5.124, -0.727)  0.000
H (-3.495, 4.083, 1.452)  0.000
H (-0.695, 5.130, 2.062)  0.000
H (0.213, 6.745, 3.675)  0.000
H (0.370, 6.160, 6.077)  0.000
H (-0.447, 3.955, 6.854)  0.000
H (-1.383, 2.345, 5.243)  0.000
H (-3.239, -1.654, 1.484)  0.000
H (-5.540, -1.305, 2.312)  0.000
H (-5.912, -0.475, 4.610)  0.000
H (-3.979, -0.088, 6.111)  0.000
H (-1.693, -0.483, 5.302)  0.000
H (-1.905, -3.611, 3.901)  0.000
H (-1.129, -5.366, 5.429)  0.000
H (1.200, -5.348, 6.271)  0.000
H (2.759, -3.580, 5.518)  0.000
H (2.006, -1.850, 3.961)  -0.002
N (-10.166, -0.777, -0.718)  0.000
C (-9.024, -0.652, -0.729)  0.000
C (-7.589, -0.495, -0.741)  0.000
C (-6.785, -1.480, -1.313)  0.000
C (-5.411, -1.331, -1.311)  0.000
C (-4.816, -0.202, -0.738)  0.001
C (-5.634, 0.781, -0.174)  0.000
C (-7.009, 0.637, -0.175)  0.000
C (-3.389, -0.084, -0.678)  0.000
C (-2.173, -0.048, -0.550)  0.002
H (-7.243, -2.355, -1.753)  0.000
H (-4.780, -2.093, -1.750)  0.000
H (-5.173, 1.651, 0.276)  0.000
H (-7.640, 1.397, 0.265)  0.000
C (4.061, -0.975, 1.032)  0.022
C (2.647, -0.665, 0.597)  0.015
O (1.795, -1.631, 0.820)  0.009
N (2.239, 0.452, 0.034)  0.267
Te (3.743, 2.158, 0.345)  0.615
C (4.419, 3.917, 1.486)  0.082
C (5.226, 4.853, 0.827)  -0.096
C (5.678, 4.704, -0.606)  0.023
C (5.627, 5.988, 1.527)  0.012
C (5.257, 6.210, 2.846)  -0.003
C (5.682, 7.455, 3.578)  0.003
C (4.496, 5.241, 3.482)  0.009
C (4.078, 4.084, 2.829)  -0.005
C (3.295, 3.084, 3.640)  0.021
C (2.845, 3.272, -1.198)  0.006
C (2.151, 4.464, -0.963)  -0.044
C (1.788, 4.996, 0.401)  -0.014
C (1.743, 5.213, -2.066)  -0.005
C (1.961, 4.795, -3.368)  0.010
C (1.495, 5.617, -4.539)  -0.001
C (2.612, 3.582, -3.567)  -0.001
C (3.078, 2.816, -2.508)  -0.002
C (3.825, 1.542, -2.815)  0.003
H (4.124, -2.028, 1.290)  0.000
H (4.329, -0.383, 1.911)  -0.002
H (4.776, -0.742, 0.242)  -0.002
H (5.929, 3.670, -0.848)  -0.011
H (6.562, 5.314, -0.786)  0.000
H (4.902, 5.022, -1.306)  -0.005
H (6.250, 6.719, 1.020)  0.004
H (6.317, 8.083, 2.954)  0.000
H (6.236, 7.206, 4.484)  0.000
H (4.815, 8.045, 3.877)  -0.001
H (4.218, 5.378, 4.523)  -0.002
H (3.885, 2.749, 4.496)  0.001
H (3.027, 2.202, 3.062)  0.027
H (2.376, 3.530, 4.030)  -0.001
H (1.628, 4.197, 1.126)  0.030
H (0.866, 5.573, 0.329)  0.002
H (2.566, 5.649, 0.802)  0.002
H (1.207, 6.139, -1.890)  0.000
H (0.788, 6.384, -4.226)  0.000
H (1.013, 4.990, -5.289)  0.000
H (2.338, 6.115, -5.023)  0.001
H (2.780, 3.229, -4.579)  0.000
H (3.937, 1.419, -3.890)  0.000
H (3.305, 0.665, -2.425)  0.004
H (4.823, 1.552, -2.371)  -0.007
S (0.965, -4.652, -3.474)  0.000
C (0.884, -3.223, -2.754)  0.001
N (0.817, -2.164, -2.227)  0.000

Results
Spin multiplicity: 2
Energy relative to the best compared isomer or geometry (same formula, charge and spin) in eV: 0.037